--- P ---
This record from the Open Molecules 2025 dataset describes 2 unconnected molecules or ions with the total composition C5H8NO2. The level of theory is ωB97M-V/def2-TZVPD.

Values from the calculation:
E_LUMO: -4.85 eV
gap between HOMO and LUMO: 0.3048 Ha
charge: +1

Last column: Löwdin charge in e.
CARTESIAN COORDINATES (ANGSTROEM)
C  1.10049  -2.15514  0.13150  0.137
C  1.44092  0.32468  0.05863  -0.382
C  -2.90016  0.42230  0.10445  -0.250
C  2.84962  0.76696  -0.05529  0.070
C  -4.08494  0.84408  -0.07870  0.055
N  1.09536  -0.91180  0.05767  0.147
O  0.53757  1.21082  0.31373  0.190
O  -1.84295  -0.07775  0.00284  0.114
H  0.55211  -2.65479  -0.66683  0.109
H  1.56191  -2.97655  0.80708  0.156
H  2.94656  1.36331  -1.06567  0.164
H  2.91946  1.41087  0.83576  0.126
H  3.36095  -0.15429  -0.07888  0.078
H  -4.21254  0.94800  -1.20583  0.131
H  -0.34820  0.83334  0.34272  0.080
H  -4.97616  0.80598  0.49682  0.074

=====

--- Q ---
This record from the Open Molecules 2025 dataset describes a gas-phase ion, C5H8NO2 (charge +1). The level of theory is ωB97M-V/def2-TZVPD.

Values from the calculation:
E_LUMO (alpha / beta): -6.41 / -5.71 eV
gap between HOMO and LUMO (alpha / beta): 0.2142 / 0.2560 Ha
charge: +1

Last column: Löwdin charge in e.
CARTESIAN COORDINATES (ANGSTROEM)
C  -0.43661  -0.11905  -1.17547  0.130
C  -0.38078  0.74223  -0.12371  -0.240
C  -1.37543  3.03205  0.30985  0.180
C  0.84274  -1.04908  0.65278  -0.070
C  0.46621  -1.29021  -0.86080  -0.352
N  0.32920  0.25367  0.89518  0.048
O  -1.21509  1.90152  -0.23377  0.087
O  -0.03100  -2.54083  -0.99344  0.052
H  -2.11535  3.78910  0.09649  0.123
H  -0.75723  3.23327  1.29659  0.161
H  1.90252  -1.12144  0.71529  0.123
H  0.23567  -1.76481  1.25012  0.154
H  -0.93337  0.06078  -2.07013  0.117
H  1.42171  -1.00886  -1.43715  0.184
H  0.33040  0.75310  1.82589  0.193
H  -0.05940  -3.07780  -1.76079  0.109

=====

In hartree, relative to the most stable structure: P 0.0000; Q 0.0622.

=====

--- P ---
This record from the Open Molecules 2025 dataset describes 2 unconnected molecules or ions with the total composition C4H9O3. The level of theory is ωB97M-V/def2-TZVPD.

Values from the calculation:
E_LUMO: 3.90 eV
gap between HOMO and LUMO: 0.2876 Ha
charge: -1

Last column: Löwdin charge in e.
CARTESIAN COORDINATES (ANGSTROEM)
C  0.64374  0.77787  1.32758  -0.204
C  -0.07014  -0.08212  2.36159  -0.140
C  1.16392  0.04798  0.06887  -0.755
O  1.46029  -1.16506  0.18161  -0.087
O  1.24523  0.76980  -0.96420  -0.123
H  -0.02707  1.55616  0.97358  0.082
H  1.50094  1.26380  1.79240  0.093
H  -0.49517  -0.99922  1.92846  0.064
H  -0.90432  0.44754  2.82434  0.048
H  0.56076  -0.46881  3.17471  0.056
C  -2.14917  -0.64095  -1.86848  -0.156
O  -1.69721  0.43113  -1.03712  -0.146
H  -1.04631  0.96885  -1.52132  0.065
H  -3.16044  -0.88241  -1.55399  0.064
H  -2.11546  -0.34969  -2.90641  0.063
H  -1.47573  -1.48327  -1.72490  0.076

=====

--- Q ---
This record from the Open Molecules 2025 dataset describes 2 unconnected molecules or ions with the total composition C4H9O3. The level of theory is ωB97M-V/def2-TZVPD.

Values from the calculation:
E_LUMO: 3.89 eV
gap between HOMO and LUMO: 0.3007 Ha
charge: -1

Last column: Löwdin charge in e.
CARTESIAN COORDINATES (ANGSTROEM)
C  -1.45734  0.89977  0.43988  -0.195
C  -1.51919  -0.51309  -0.14860  -0.129
C  -0.59741  0.96654  1.72331  -0.720
O  -1.13618  1.60199  2.65507  -0.072
O  0.46667  0.31016  1.70022  -0.072
H  -1.13400  1.72399  -0.19876  0.095
H  -2.50856  1.14462  0.62018  0.083
H  -0.95979  -0.49489  -1.09522  0.041
H  -2.52693  -0.91753  -0.31295  0.052
H  -0.87596  -1.25420  0.46054  0.097
C  2.17134  -0.65442  -1.31967  -0.238
O  2.21632  -0.68228  0.05892  -0.153
H  1.45712  -0.38958  0.63309  0.020
H  1.89460  -1.55839  -1.88394  0.062
H  1.39599  0.06876  -1.62514  0.064
H  3.11333  -0.25145  -1.70693  0.063

=====

--- R ---
This record from the Open Molecules 2025 dataset describes 2 unconnected molecules or ions with the total composition C4H9O3. The level of theory is ωB97M-V/def2-TZVPD.

Values from the calculation:
E_LUMO: 4.18 eV
gap between HOMO and LUMO: 0.3049 Ha
charge: -1

Last column: Löwdin charge in e.
CARTESIAN COORDINATES (ANGSTROEM)
C  -2.51315  -1.59648  -0.65545  -0.048
C  -1.22453  -0.96200  -0.10732  -0.778
O  -1.31234  -0.00038  0.70058  -0.097
O  -0.11624  -1.52359  -0.39001  -0.138
H  -2.32127  -2.42953  -1.33936  0.040
H  -3.24274  -1.03039  -1.08049  -0.005
H  -2.92201  -2.20198  0.44123  0.149
C  2.07301  1.52907  0.26993  -0.359
C  1.93087  0.37887  -0.61108  -0.134
O  0.94612  2.03967  0.94565  -0.072
H  2.83928  1.35292  1.10927  0.130
H  2.22746  2.38821  -0.30018  0.073
H  2.62797  0.50763  -1.50210  0.069
H  0.17631  1.59739  0.79733  -0.018
H  0.84781  0.22619  -1.28319  0.150
H  2.02969  -0.63270  -0.26874  0.039

=====

In hartree, relative to the most stable structure: P 0.0000; Q 0.0021; R 0.0610.

=====

--- P ---
This record from the Open Molecules 2025 dataset describes a single C6H6N2O3 molecule. The level of theory is ωB97M-V/def2-TZVPD.

Values from the calculation:
E_LUMO: -0.67 eV
SMILES: CC(/C=C\N=C=O)=C/[N+](=O)[O-]
gap between HOMO and LUMO: 0.3218 Ha
charge: 0

Last column: Löwdin charge in e.
CARTESIAN COORDINATES (ANGSTROEM)
C  0.94239  -0.84935  -0.53189  -0.066
C  0.86890  -2.13009  -0.13412  -0.108
C  0.41929  0.14540  0.39760  -0.278
C  -0.02847  -1.94306  2.12578  -0.336
C  0.72178  0.24506  1.70050  -0.036
C  -0.82193  0.81945  -0.11924  -0.036
N  0.34786  -2.51620  1.10680  0.144
N  2.06252  -0.01481  2.22508  -0.380
O  -0.52390  -1.79089  3.18442  0.173
O  2.53579  0.70597  3.05605  0.098
O  2.68890  -0.93141  1.69476  0.065
H  1.48542  -0.60254  -1.41585  0.113
H  1.00399  -3.03116  -0.84494  0.149
H  0.19565  1.13957  2.21169  0.170
H  -1.51046  0.00405  -0.43011  0.103
H  -0.41880  1.38862  -1.00448  0.104
H  -1.26003  1.64274  0.59050  0.121

=====

--- Q ---
This record from the Open Molecules 2025 dataset describes a single C6H6N2O3 molecule. The level of theory is ωB97M-V/def2-TZVPD.

Values from the calculation:
E_LUMO: -0.90 eV
SMILES: O=[N+]([O-])/N=C1/C=CC=C[C@H]1O
gap between HOMO and LUMO: 0.3161 Ha
charge: 0

Last column: Löwdin charge in e.
CARTESIAN COORDINATES (ANGSTROEM)
C  -2.11125  0.60199  0.77178  -0.091
C  -1.38085  -0.44673  1.13010  -0.001
C  -1.57077  1.50696  -0.20444  -0.088
C  0.06258  -0.65452  0.67585  -0.331
C  -0.44486  1.29857  -0.87001  -0.006
C  0.41723  0.18874  -0.45496  -0.221
N  1.50567  0.12215  -1.10115  0.201
N  2.65142  -0.59101  -0.76876  -0.472
O  3.33632  -0.19468  0.12886  0.103
O  2.97215  -1.44297  -1.54070  0.089
O  0.47368  -1.94086  0.38304  0.032
H  -3.05934  1.04560  1.26960  0.143
H  -1.58932  -1.26792  1.81325  0.121
H  -2.33362  2.18876  -0.61463  0.120
H  0.65482  -0.33037  1.52783  0.176
H  -0.00665  1.98887  -1.58307  0.121
H  0.42278  -2.07259  -0.56261  0.103

=====

In hartree, relative to the most stable structure: P 0.0000; Q 0.0168.

=====

--- P ---
This record from the Open Molecules 2025 dataset describes a gas-phase ion, C4H11NO2 (charge +1). The level of theory is ωB97M-V/def2-TZVPD.

Values from the calculation:
E_LUMO (alpha / beta): -3.48 / -8.48 eV
gap between HOMO and LUMO (alpha / beta): 0.4003 / 0.2152 Ha
spin multiplicity: 2
charge: +1

Last column: Löwdin spin population.
CARTESIAN COORDINATES (ANGSTROEM)
C  -0.02650  -1.89353  -0.32356  0.166
O  0.82336  -2.78892  0.22688  0.132
C  0.30722  -0.35977  0.11640  0.153
C  -0.40578  0.55410  -0.87295  0.039
C  -0.29815  2.03439  -0.43913  0.024
O  1.04852  2.39692  -0.38863  0.009
N  -0.08246  -0.17687  1.43988  0.409
H  -1.07436  -2.10270  -0.10052  0.004
H  0.09951  -1.94727  -1.40483  0.015
H  0.63316  -2.94104  1.16326  0.004
H  1.38885  -0.23532  0.06200  0.006
H  0.10342  0.45637  -1.82522  0.000
H  -1.45143  0.33936  -1.06085  0.001
H  -0.84174  2.55614  -1.24329  0.004
H  -0.78515  2.23365  0.52382  0.003
H  1.20506  2.95001  0.38274  0.000
H  -1.07153  -0.35364  1.62067  0.014
H  0.42799  -0.72189  2.12334  0.016

=====

--- Q ---
This record from the Open Molecules 2025 dataset describes 2 unconnected molecules or ions with the total composition C4H11NO2. The level of theory is ωB97M-V/def2-TZVPD.

Values from the calculation:
E_LUMO (alpha / beta): -4.32 / -9.27 eV
gap between HOMO and LUMO (alpha / beta): 0.3830 / 0.2009 Ha
spin multiplicity: 2
charge: +1

Last column: Löwdin spin population.
CARTESIAN COORDINATES (ANGSTROEM)
C  1.64916  -1.67692  0.83215  -0.019
N  0.46615  -1.13405  1.32516  0.496
C  0.70721  0.93992  0.17151  0.021
C  -0.30567  0.05648  0.81707  0.062
C  -1.51875  -0.45834  -0.05047  0.054
O  2.49941  -1.13965  0.09258  0.334
H  1.95465  -2.66697  1.16098  0.006
H  0.14132  -1.53749  2.24824  0.005
H  1.03447  0.57213  -0.82014  0.003
H  0.26767  1.98791  0.10342  0.010
H  1.52256  1.14385  0.89392  -0.001
H  -0.78688  0.47413  1.78197  0.024
H  -2.34049  -0.98365  0.45218  0.000
H  -1.16764  -1.05314  -0.90040  0.000
H  -1.97870  0.39499  -0.61739  0.006
H  -1.03077  2.45144  -2.51009  0.000
H  -0.15136  1.14711  -2.27629  0.000
O  -0.96235  1.48225  -2.70441  0.001

=====

--- R ---
This record from the Open Molecules 2025 dataset describes a gas-phase ion, C4H11NO2 (charge +1). The level of theory is ωB97M-V/def2-TZVPD.

Values from the calculation:
E_LUMO (alpha / beta): -3.58 / -8.48 eV
gap between HOMO and LUMO (alpha / beta): 0.4102 / 0.2272 Ha
spin multiplicity: 2
charge: +1

Last column: Löwdin spin population.
CARTESIAN COORDINATES (ANGSTROEM)
C  1.98571  -0.95297  0.18392  0.063
N  0.80480  -0.70835  -0.61980  0.641
C  -0.25676  -0.10259  0.13046  0.090
C  0.18019  1.45796  0.35802  0.051
O  -0.29577  1.83133  1.67514  0.015
C  -1.66184  -0.08816  -0.56152  0.002
O  -1.82391  -1.09255  -1.44005  0.006
H  2.62960  -1.70276  -0.16898  0.000
H  1.64972  -1.43671  1.09960  0.031
H  2.49839  0.06946  0.34002  0.016
H  0.49893  -1.67507  -1.13656  0.015
H  -0.17807  -0.65189  1.18786  0.058
H  -0.52533  2.13774  -0.32878  0.004
H  1.15508  1.77568  0.48045  0.001
H  -1.21898  1.55306  1.83012  0.001
H  -1.92183  0.85497  -1.13569  0.003
H  -2.38046  -0.27119  0.28155  0.002
H  -1.13947  -0.99797  -2.17576  0.000

=====

--- S ---
This record from the Open Molecules 2025 dataset describes 2 unconnected molecules or ions with the total composition C4H11NO2. The level of theory is ωB97M-V/def2-TZVPD.

Values from the calculation:
E_LUMO (alpha / beta): -4.61 / -9.52 eV
gap between HOMO and LUMO (alpha / beta): 0.3920 / 0.2116 Ha
spin multiplicity: 2
charge: +1

Last column: Löwdin spin population.
CARTESIAN COORDINATES (ANGSTROEM)
C  1.76564  1.52718  -2.38787  0.013
C  1.76199  0.51616  -1.23566  0.012
C  0.34213  0.04540  -0.90412  0.088
C  0.30022  -0.75497  0.41192  0.087
N  -0.15164  -0.05649  1.48944  0.137
O  0.67689  -1.88272  0.52013  0.648
H  0.77336  1.64387  -2.80732  0.000
H  1.89554  2.52044  -1.95080  0.000
H  2.63898  1.44718  -3.02232  0.003
H  2.33380  0.86758  -0.38585  0.001
H  2.21903  -0.42246  -1.56485  0.000
H  -0.01219  -0.67742  -1.64222  -0.001
H  -0.40766  0.83393  -0.81593  0.009
H  -1.13236  0.24057  1.52290  0.003
H  -0.13190  -0.62662  2.34474  0.000
H  -3.43469  -0.33047  1.48563  0.000
H  -4.43007  0.81412  1.36500  0.000
O  -3.79988  0.41086  1.97497  0.000

=====

In hartree, relative to the most stable structure: P 0.0000; Q 0.0290; R 0.0757; S 0.0112.

=====

--- P ---
This record from the Open Molecules 2025 dataset describes a gas-phase ion, C3H7N2O3 (charge +1). The level of theory is ωB97M-V/def2-TZVPD.

Values from the calculation:
E_LUMO: -4.19 eV
SMILES: N[C@@H]1OC(=O)O[C@H]1[NH3+]
gap between HOMO and LUMO: 0.3919 Ha
charge: +1

Last column: Löwdin charge in e.
CARTESIAN COORDINATES (ANGSTROEM)
C  -1.97361  -0.02143  -0.11529  -0.526
C  0.15552  0.85026  -0.32379  -0.317
C  0.20962  -0.56101  0.43764  -0.212
N  0.57604  1.85033  0.55718  0.085
N  0.96222  -1.53542  -0.37228  0.252
O  -3.12846  -0.19130  -0.23366  0.243
O  -1.21266  0.86007  -0.68831  0.139
O  -1.14017  -0.96158  0.56501  0.094
H  0.79003  1.07329  -1.23046  0.188
H  0.65127  -0.61528  1.40038  0.166
H  0.67626  2.69591  -0.01302  0.110
H  -0.05689  2.02155  1.42621  0.168
H  1.90127  -1.38876  -0.04545  0.169
H  0.83799  -1.61258  -1.44030  0.236
H  0.75158  -2.46406  0.07614  0.205

=====

--- Q ---
This record from the Open Molecules 2025 dataset describes 2 unconnected molecules or ions with the total composition C3H7N2O3. The level of theory is ωB97M-V/def2-TZVPD.

Values from the calculation:
E_LUMO: -3.32 eV
gap between HOMO and LUMO: 0.3851 Ha
charge: +1

Last column: Löwdin charge in e.
CARTESIAN COORDINATES (ANGSTROEM)
C  0.37179  0.07644  2.17865  -0.120
C  0.07219  0.89107  1.11482  -0.123
C  0.24754  -0.59324  -2.39685  -0.225
N  0.76906  -0.95744  -3.42733  0.068
N  -1.25642  0.86339  0.66258  0.123
O  -0.58098  -0.35733  -1.58166  0.091
O  -0.62735  -0.42278  2.92608  0.037
O  1.88873  -1.61747  -3.83454  0.059
H  1.31082  0.03187  2.60056  0.111
H  0.88423  1.18232  0.35204  0.157
H  -1.68173  1.86892  0.72492  0.230
H  -1.75686  0.36057  1.44472  0.164
H  -1.47442  0.16870  -0.14496  0.165
H  -0.39063  -0.48243  3.86871  0.148
H  2.22404  -1.01260  -4.48776  0.115

=====

In hartree, relative to the most stable structure: P 0.0000; Q 0.1116.

=====

--- P ---
This record from the Open Molecules 2025 dataset describes 2 unconnected molecules or ions with the total composition C3H5Br2NO2. The level of theory is ωB97M-V/def2-TZVPD.

Values from the calculation:
E_LUMO: -0.99 eV
SMILES: C/C=C(\Br)[N+](=O)[O-].Br
gap between HOMO and LUMO: 0.3420 Ha
charge: 0

Last column: Löwdin charge in e.
CARTESIAN COORDINATES (ANGSTROEM)
C  -1.93293  -0.22036  -0.90369  -0.087
C  -0.70102  0.23823  -0.23712  -0.123
C  -0.21380  -0.22342  0.91879  -0.605
N  1.04810  0.22470  1.43485  -0.421
O  1.39888  -0.16506  2.51624  0.052
O  1.69917  0.96749  0.71328  -0.023
Br  -0.99887  -1.55749  1.99251  0.847
Br  3.60277  0.07555  -1.75587  0.338
H  -1.66172  -0.68643  -1.85317  0.096
H  -2.57475  0.62811  -1.13859  0.089
H  -2.47918  -0.93982  -0.29942  0.046
H  -0.13091  1.01029  -0.74098  0.126
H  2.94427  0.64821  -0.64682  -0.336

=====

--- Q ---
This record from the Open Molecules 2025 dataset describes a molecular structure, C3H5Br2NO2. The level of theory is ωB97M-V/def2-TZVPD.

Values from the calculation:
E_LUMO (alpha / beta): -0.26 / -1.38 eV
gap between HOMO and LUMO (alpha / beta): 0.3643 / 0.2383 Ha
charge: 0

Last column: Löwdin charge in e.
CARTESIAN COORDINATES (ANGSTROEM)
C  1.77790  -0.57524  0.96577  -0.112
C  0.98650  0.33752  -0.14734  -0.289
C  -0.41001  0.60360  0.40194  -1.227
N  -2.45810  -0.21140  -1.54963  -0.223
O  -3.46946  -0.58765  -0.98718  0.066
O  -2.13690  0.26669  -2.60357  0.083
Br  -1.21833  -0.46837  1.70300  0.720
Br  -1.23593  2.25517  0.21023  0.689
H  1.43034  -1.53623  0.74364  0.035
H  1.49509  -0.42871  1.96693  0.018
H  2.79865  -0.51997  0.70812  0.054
H  0.90610  -0.40101  -0.88307  0.066
H  1.53414  1.26561  -0.52883  0.123

=====

In hartree, relative to the most stable structure: P 0.0000; Q 0.0894.